{
  "formula": "C4H4Br2N2O",
  "method": "the ωB97M-V functional and the def2-TZVPD basis",
  "spin_multiplicity": 1,
  "e_above_lowest_ev": 1.564,
  "max_force_ha_per_bohr": 0.0812,
  "charge": 0,
  "gap_ev": 8.18,
  "mol_weight_g_mol": 255.9,
  "e_homo_ev": -9.28,
  "symbols": ["C", "C", "C", "C", "N", "N", "O", "Br", "Br", "H", "H", "H", "H"],
  "coordinates": [[-1.41645, 0.28476, 1.22713], [0.61614, 0.57426, -0.31861], [-1.21101, -0.13814, -0.24508], [1.50421, -0.58063, -0.54351], [-0.32400, 1.05024, 1.75564], [0.63829, 1.20760, 0.99120], [-2.38683, 0.02032, 1.85533], [-1.23859, -2.02101, -0.46520], [-2.26806, 0.89261, -1.45296], [0.77042, 1.35990, -1.09361], [1.82139, -0.80928, -1.55778], [1.00169, -1.41358, -0.07991], [2.49279, -0.42706, -0.07264]]
}